Entry from OMol25: a molecular structure, C15H28AsClN4O2Pd (ωB97M-V/def2-TZVPD).

```
52
C15H28AsClN4O2Pd, DFT ωB97M-V/def2-TZVPD
H -0.844 1.539 1.437
H -3.516 1.477 0.023
H 2.626 2.307 -2.456
C 2.662 1.910 -1.440
Pd -0.793 -0.745 -0.643
H 1.342 0.710 -0.212
H 1.840 -0.598 -2.237
C 4.440 0.905 0.162
H -5.321 -1.676 -1.789
C -0.987 0.657 2.055
N 3.330 -1.765 0.134
H -1.626 -2.426 4.281
H -4.253 -2.649 -0.748
H -2.941 1.465 -2.929
C 3.934 1.078 -1.274
H 5.369 0.328 0.165
C -1.213 -0.322 4.249
C -0.995 0.791 3.444
C 2.941 -0.877 1.057
H -1.219 -0.221 5.328
N 2.002 -1.225 1.931
H -1.586 -2.664 1.827
H 1.545 -0.519 2.492
H -4.544 0.688 -3.083
H 4.688 1.890 0.555
N 3.514 0.324 1.142
C -4.299 -2.025 -1.639
H 0.912 0.459 -3.087
H 1.417 -2.018 1.691
C 1.359 1.156 -1.211
H 2.689 2.787 -0.788
H -4.043 0.003 0.852
Cl 0.419 -2.936 -0.765
H 4.008 -1.491 -0.552
H 3.815 0.115 -1.779
H -3.125 -0.011 -3.903
O -0.995 1.504 -1.055
H -3.988 -2.620 -2.496
C -1.183 -0.587 1.450
N 1.084 0.072 -2.165
C -1.441 -1.558 3.658
H 4.753 1.580 -1.794
As -3.091 -0.514 -1.418
C 0.119 2.097 -1.263
O 0.286 3.281 -1.531
C -3.469 0.518 -3.016
C -1.427 -1.686 2.271
H -5.068 0.713 -0.428
H -0.848 1.765 3.897
H 3.126 0.946 1.832
C -4.045 0.533 -0.098
H 2.642 -2.463 -0.135
```

Summary:
HOMO-LUMO gap (spin up / spin down)   6.9 / 8.0 eV
Relative energy (zero: lowest compared OMol25 entry of this formula, charge and spin)   0.000 eV
Net charge   0
Multiplicity   3
Strongest force on any atom   0.0097 Eh/bohr
⟨S²⟩   2.0062